This record from the OMol25 dataset describes a molecular structure, C6H24N13O9V. The level of theory is ωB97M-V/def2-TZVPD.

Values from the calculation:
energy relative to the best compared isomer or geometry (same formula, charge and spin) = 16.1 kcal per mole
lowest unoccupied orbital energy (spin up / spin down) = -2.1640 / -2.1650 eV
total charge = +1
spin multiplicity = 4
Kohn-Sham gap (spin up / spin down) = 7.41 / 8.68 eV
⟨S²⟩ = 3.752

Geometry (Å):
V1 -0.166 0.022 -0.203
N1 0.022 -2.998 -1.759
O1 -0.455 -1.902 -1.414
O2 1.153 -3.036 -2.333
O3 -0.600 -4.061 -1.641
C1 -3.429 -0.888 -0.442
O4 -2.418 -0.188 -0.291
N2 -3.417 -2.122 -1.002
N3 -4.667 -0.424 -0.140
H1 -2.465 -2.397 -1.239
H2 -4.208 -2.334 -1.582
H3 -5.486 -0.983 -0.293
H4 -4.780 0.492 0.251
C2 0.578 -2.361 2.153
O5 0.177 -1.752 1.158
N4 1.906 -2.691 2.298
N5 -0.211 -2.760 3.156
H5 2.473 -2.319 1.558
H6 2.070 -3.499 2.867
H7 -1.169 -2.461 3.162
H8 0.109 -3.425 3.834
C3 -1.466 3.166 -0.420
O6 -0.622 2.266 -0.433
N6 -2.776 2.897 -0.481
N7 -1.163 4.486 -0.475
H9 -3.466 3.625 -0.500
H10 -3.126 1.959 -0.383
H11 -0.188 4.649 -0.270
H12 -1.794 5.250 -0.338
C4 1.519 0.452 -3.321
O7 0.820 0.644 -2.328
N8 1.497 -0.731 -3.970
N9 2.543 1.276 -3.765
H13 1.115 -1.584 -3.569
H14 2.228 -0.845 -4.644
H15 3.103 0.991 -4.540
H16 2.804 2.072 -3.214
C5 -0.587 1.358 2.880
O8 -0.259 0.970 1.765
N10 -0.209 2.582 3.334
N11 -1.388 0.667 3.742
H17 -0.745 2.965 4.089
H18 0.471 3.082 2.793
H19 -1.505 1.041 4.666
H20 -2.051 -0.002 3.398
C6 3.256 -0.185 -0.107
O9 2.042 -0.098 -0.007
N12 3.859 -1.039 -0.984
N13 4.145 0.640 0.527
H21 3.244 -1.675 -1.475
H22 4.855 -1.138 -0.978
H23 4.994 0.823 0.014
H24 3.830 1.523 0.898



This record from the OMol25 dataset describes a single C4H8ClF molecule. The level of theory is ωB97M-V/def2-TZVPD.

Values from the calculation:
energy relative to the best compared isomer or geometry (same formula, charge and spin) = 27.9 kcal per mole
lowest unoccupied orbital energy = 0.9824 eV
structure (SMILES) = C[C@H](CF)CCl
total charge = 0
Kohn-Sham gap = 11.90 eV

Geometry (Å):
C1 -0.036 1.473 -0.129
C2 0.077 -0.148 -0.390
C3 -1.332 -0.684 0.084
C4 1.268 -0.701 0.322
H1 -0.758 1.990 -0.828
H2 -0.411 1.406 0.826
H3 0.796 2.009 -0.043
H4 0.207 -0.453 -1.418
H5 -1.248 -1.778 0.181
H6 -1.654 -0.375 1.060
H7 1.207 -1.747 0.500
H8 1.385 -0.180 1.261
F1 -2.312 -0.511 -0.855
Cl1 2.810 -0.303 -0.571



This record from the OMol25 dataset describes a single C5H12N2O molecule. The level of theory is ωB97M-V/def2-TZVPD.

Values from the calculation:
energy relative to the best compared isomer or geometry (same formula, charge and spin) = 215.2 kcal per mole
lowest unoccupied orbital energy = -2.7243 eV
total charge = 0
Kohn-Sham gap = 5.06 eV

Geometry (Å):
C1 3.029 -0.200 -0.381
C2 1.602 -0.431 0.128
N1 0.864 0.787 -0.040
C3 -0.772 0.258 1.903
C4 -0.501 0.802 0.441
C5 -1.433 0.011 -0.541
N2 -2.481 -0.729 0.187
O1 -0.624 -0.227 -1.719
H1 3.531 -1.152 -0.800
H2 2.995 0.518 -1.205
H3 3.753 0.316 0.378
H4 1.672 -0.799 1.071
H5 1.123 -1.278 -0.462
H6 0.213 0.213 -1.364
H7 -0.391 -0.743 1.776
H8 -0.212 0.647 2.783
H9 -1.905 0.277 2.042
H10 -0.894 1.847 0.416
H11 -2.347 0.366 -0.749
H12 -2.775 -1.433 -0.461